# 1
{"formula": "C4H10N2O2", "method": "ωB97M-V/def2-TZVPD", "de_lowest_kcal_mol": 109.51, "homo_lumo_gap_ha": 0.3233, "total_energy_ha": -418.2864, "homo_energy_ev": -9.32, "elements": ["C", "C", "C", "N", "N", "C", "O", "O", "H", "H", "H", "H", "H", "H", "H", "H", "H", "H"], "xyz": [[-0.3656, 0.7800, 0.6088], [0.5966, 0.6634, -0.5632], [1.2739, -0.7177, -0.4920], [2.0789, -0.9575, 0.6635], [-1.3606, -0.1406, 0.7872], [-2.2132, -0.2328, -0.3687], [-2.1458, 0.8252, -1.0863], [-2.8937, -1.2374, -0.4469], [0.1726, 0.8092, 1.5620], [-1.0019, 1.7582, 0.4172], [-0.0028, 0.6494, -1.4653], [1.3841, 1.4138, -0.5982], [1.8428, -0.7546, -1.4324], [0.6005, -1.5556, -0.6688], [1.8872, -1.6661, 1.3356], [2.9973, -0.5564, 0.6981], [-1.1781, -1.0204, 1.2236], [-1.6722, 1.9400, -0.1743]], "lowdin_charge": [-0.24, -0.15, -0.29, 0.01, 0.06, -0.69, -0.03, 0.06, 0.14, 0.09, 0.11, 0.12, 0.11, 0.12, 0.06, 0.07, 0.14, 0.30]}


# 2
{"formula": "C4H10N2O2", "method": "ωB97M-V/def2-TZVPD", "de_lowest_kcal_mol": 128.41, "spin_multiplicity": 3, "homo_lumo_gap_ha": [0.1270, 0.2462], "total_energy_ha": -418.0970, "homo_energy_ev": [-2.95, -11.19], "elements": ["C", "C", "C", "C", "N", "N", "O", "O", "H", "H", "H", "H", "H", "H", "H", "H", "H", "H"], "xyz": [[-0.7699, 1.1050, 0.5597], [-0.1799, -0.2730, 0.5021], [1.1894, 0.0540, -0.0703], [-0.9211, -1.3967, -0.2713], [-0.1264, 1.9397, -0.5248], [1.2385, 1.3588, -0.5314], [2.1766, -0.0729, 0.9625], [1.4088, -0.8740, -1.0240], [-1.8764, 1.0933, 0.4531], [-0.4599, 1.4457, 1.4639], [0.1207, -0.6476, 1.4839], [-0.2928, -2.3202, -0.2107], [-0.8827, -1.0530, -1.3021], [-1.9206, -1.3325, 0.2292], [-0.6245, 1.6022, -1.3620], [1.7261, 1.9551, 0.0735], [2.5811, -0.9302, 0.8738], [2.0717, -0.5394, -1.6133]], "mulliken_spin": [0.67, 0.32, 0.81, 0.36, 1.52, 0.10, -0.18, -0.33, -0.33, -0.07, -0.20, 0.05, -0.09, -0.09, -0.47, -0.22, 0.00, 0.13]}


# 3
{"formula": "C4H10N2O2Sn", "method": "ωB97M-V/def2-TZVPD", "spin_multiplicity": 2, "homo_lumo_gap_ha": [0.2119, 0.1565], "charge": 3, "total_energy_ha": -631.4228, "homo_energy_ev": [-20.82, -20.78], "elements": ["Sn", "O", "C", "N", "C", "H", "H", "H", "H", "H", "O", "C", "N", "C", "H", "H", "H", "H", "H"], "xyz": [[-0.2289, -1.3046, -2.6642], [-2.2082, -0.3803, -0.6191], [-2.9042, 0.5345, -0.1772], [-2.8067, 1.6976, -0.8550], [-3.7375, 0.3632, 1.0581], [-3.6464, 2.2325, -0.6848], [-2.2286, 1.9147, -1.6542], [-4.0361, 1.3800, 1.3130], [-3.1236, -0.0455, 1.8608], [-4.4915, -0.3942, 0.8438], [1.5566, -0.6143, -0.4070], [2.7492, -0.7176, -0.0948], [3.5135, -1.5405, -0.8401], [3.3939, 0.0794, 1.0357], [4.4310, -1.8099, -0.5149], [3.0848, -2.1858, -1.4882], [2.6431, 0.2358, 1.8104], [3.7841, 1.0280, 0.6670], [4.2556, -0.4729, 1.4106]], "mulliken_spin": [-0.03, 0.73, -0.06, 0.27, 0.06, -0.01, -0.01, 0.02, -0.01, 0.00, 0.04, 0.00, 0.00, 0.01, 0.00, 0.00, 0.00, 0.00, 0.00]}


# 4
{"formula": "C4H10N2O3", "method": "ωB97M-V/def2-TZVPD", "de_lowest_kcal_mol": 156.43, "homo_lumo_gap_ha": 0.3868, "total_energy_ha": -493.4358, "homo_energy_ev": -9.94, "elements": ["C", "C", "C", "C", "H", "H", "H", "H", "H", "H", "H", "H", "H", "H", "N", "N", "O", "O", "O"], "xyz": [[0.9326, 0.1926, -0.2569], [-0.0993, 0.6024, 0.8507], [-1.4068, -0.2177, 0.7274], [1.5385, -1.1683, -0.0042], [2.4048, 1.6289, 0.5413], [1.8640, 2.0109, -0.8619], [0.3124, 0.1046, -1.2293], [-0.5420, 1.9407, 0.5035], [0.4614, 0.5958, 1.7695], [-1.0799, -1.1258, 0.6462], [-1.9579, 0.2321, 1.6031], [-2.4913, 0.6586, -0.6596], [-3.2414, -1.8330, -1.1788], [2.7967, -0.4292, -0.9438], [2.0034, 1.1357, -0.4235], [-2.0148, -0.1041, -0.6458], [-3.2308, -0.8280, -0.4926], [2.8636, -1.2853, -0.4647], [0.8868, -2.1110, 0.5193]], "lowdin_charge": [-0.37, -0.12, -0.20, -0.39, 0.18, 0.06, 0.18, 0.21, 0.10, 0.02, 0.14, 0.01, 0.24, 0.07, 0.00, -0.07, -0.18, 0.07, 0.06]}


# 5
{"formula": "C4H10N2O3", "method": "ωB97M-V/def2-TZVPD", "de_lowest_kcal_mol": 113.74, "homo_lumo_gap_ha": 0.3608, "total_energy_ha": -493.5039, "homo_energy_ev": -9.11, "elements": ["C", "C", "O", "O", "H", "H", "H", "H", "C", "C", "N", "O", "N", "H", "H", "H", "H", "H", "H"], "xyz": [[-0.3409, -0.1997, 2.3699], [-0.7164, 0.3162, 1.0085], [-0.9429, -1.0028, 0.0695], [-1.5351, 1.1934, 0.7871], [-1.8714, -0.9279, -0.1988], [-1.2390, -0.5688, 2.8660], [0.0669, 0.6319, 2.9443], [0.3983, -0.9939, 2.3021], [1.0389, -1.4279, -1.5493], [0.0457, -0.3504, -1.3595], [0.9332, 1.9572, 0.0690], [0.7257, 0.5568, 0.2328], [-0.5281, 0.4071, -2.1338], [-0.0076, 2.3648, 0.0372], [1.3257, 2.0454, -0.8667], [-1.1951, 1.0757, -1.7612], [1.8218, -1.0675, -2.2172], [1.4714, -1.7187, -0.5972], [0.5489, -2.2907, -2.0028]], "lowdin_charge": [0.01, -0.60, -0.03, 0.01, 0.12, 0.09, 0.10, 0.08, -0.01, -0.32, 0.06, -0.23, 0.19, 0.07, 0.08, 0.08, 0.10, 0.09, 0.10]}


# 6
{"formula": "C4H10N2OS", "method": "ωB97M-V/def2-TZVPD", "de_lowest_kcal_mol": 61.31, "homo_lumo_gap_ha": 0.3148, "total_energy_ha": -741.2803, "homo_energy_ev": -8.13, "elements": ["C", "C", "C", "C", "H", "H", "H", "H", "H", "H", "H", "H", "H", "H", "N", "N", "O", "S"], "xyz": [[-2.2875, -1.2015, -0.2099], [1.1473, -0.6330, -0.2327], [1.1511, 0.9110, -0.4013], [1.3111, 1.4335, 0.9438], [-2.5038, -2.1425, 0.2978], [-3.1367, -0.4876, -0.0923], [-2.1830, -1.5251, -1.2879], [-1.1112, 0.4269, -0.0512], [0.1064, -2.2038, 0.5310], [2.0210, 1.0493, -0.9648], [2.1435, 0.9772, 1.4672], [1.5476, 2.5399, 0.9192], [0.4326, 1.1728, 1.4882], [-0.0843, 1.2719, -1.8823], [-1.1878, -0.5112, 0.3948], [0.0738, -1.1742, 0.3103], [0.0128, 1.6092, -0.9379], [2.5473, -1.5127, -0.2921]], "lowdin_charge": [-0.14, -0.81, -0.45, -0.06, 0.07, 0.10, 0.09, 0.10, 0.16, 0.10, 0.09, 0.12, 0.08, 0.14, -0.10, -0.03, -0.06, 0.61]}